[1]
10
Properties=species:S:1:pos:R:3 method="wB97M-V/def2-TZVPD" e_lumo_ev="-1.0464 / -1.1752" homo_lumo_gap_ev="8.4037 / 7.2647" relative_energy_kj_mol=319.7
C 1.31348 0.53745 -0.80063
C 1.77446 0.80942 0.72872
C -2.03293 -0.73270 -0.55555
O 0.27172 0.16667 -1.15834
F 2.10397 2.05544 0.92353
F 2.83157 0.07084 1.10248
F 0.69853 0.56857 1.54088
F -3.00908 0.12464 -0.65777
I -2.06539 -1.74398 1.26315
I -1.88633 -1.85633 -2.38648

[2]
21
Properties=species:S:1:pos:R:3 method="wB97M-V/def2-TZVPD" e_lumo_ev="2.9133 / 2.9133" homo_lumo_gap_ev="4.6204 / 4.6195" total_charge=-1 relative_energy_kj_mol=0.0
C 0.05933 -0.32266 -2.33540
Mg -1.05558 0.58329 -0.84368
N -1.35690 1.19710 1.70030
N 0.28866 2.23511 -0.60796
H -0.38324 0.81188 1.64140
H -2.28939 1.36732 0.42461
H -0.40584 -1.28067 -2.58738
H 1.05967 -0.50711 -1.96862
H 0.07377 0.36810 -3.18633
H 0.89797 1.67899 0.02799
H 0.06657 3.14538 -0.16622
H 0.84861 2.43882 -1.44460
H -1.46230 2.18863 1.93022
H -2.05720 0.61843 2.19407
Cl -0.04929 -3.68566 1.67639
C 1.10225 -2.61082 0.88220
Cl 2.47953 -2.29435 1.91676
Cl 1.60215 -3.26871 -0.68495
C 0.38538 -1.25030 0.57350
O -0.80650 -1.26041 0.09095
O 1.00235 -0.15234 0.76676